1.
# C6H9I2N2

A structure of composition C6H9I2N2 in a non-equilibrium geometry (ωB97M-V/def2-TZVPD, OMol25).

Its net charge is +1. The calculation puts the LUMO energy (alpha / beta) at -4.934 / -3.701 eV. The multiplicity is 1. The value obtained for the HOMO-LUMO gap (alpha / beta) is 0.2243 / 0.3006 Eh. The calculation puts the highest occupied orbital energy (alpha / beta) at -11.036 / -11.880 eV.

Geometry as XYZ:
```
19
Properties=species:S:1:pos:R:3:forces:R:3
C 2.4216 -2.0602 -1.3916 2.13 0.44 -1.96
C 0.4656 -0.4896 1.1394 4.15 -0.05 1.93
H 3.4151 -1.5724 -1.7241 -1.79 0.18 0.80
H 1.9779 -2.3400 -2.3787 0.24 -0.45 1.19
H -0.3782 -1.6680 -1.7862 0.52 0.53 0.81
C 1.7243 -0.7286 0.6033 -0.68 -0.45 -0.12
H -2.1337 -0.5569 1.6367 1.23 0.14 -2.33
N 1.4712 -1.2397 -0.6694 -0.56 0.53 0.51
I -4.9563 1.6285 0.3454 0.54 0.32 0.36
H -2.5895 2.7527 -0.3970 -0.53 -1.17 1.72
C -2.9704 2.1264 0.4917 1.23 0.61 -0.85
C -1.7785 -0.5946 0.5207 -5.56 -0.36 1.71
C 0.1410 -1.2346 -0.9089 -0.36 -0.45 0.72
H 0.4640 -0.3093 2.2272 -1.27 0.29 -0.88
H 2.7823 -0.7010 1.0399 -2.03 0.05 -0.74
H 2.8017 -2.8372 -0.7182 -0.74 -0.37 -0.51
H -2.3565 2.0476 1.4315 -1.12 0.21 -1.09
I -3.2765 -1.5671 -0.6458 1.03 0.33 0.40
N -0.5078 -0.8136 0.2498 3.58 -0.35 -1.66
```
Forces are in eV/Å.

Atomic partial charges in e from the Mulliken method, atoms 1 to 2: C -0.805; C -0.349

***

2.
# C21H23F2N3O2

The molecule C21H23F2N3O2 (ωB97M-V/def2-TZVPD, OMol25).

The calculation puts the LUMO energy at 0.555 eV. The multiplicity is 1. The value obtained for the HOMO-LUMO gap is 0.3394 Eh. The calculation puts the highest occupied orbital energy at -8.681 eV.

Geometry as XYZ:
```
51
Properties=species:S:1:pos:R:3:forces:R:3
C 1.9058 -2.0723 6.2570 0.07 0.00 -0.02
H 1.3659 1.5497 -0.4895 0.09 0.01 0.05
C 1.4273 -1.3190 -1.1889 -0.02 -0.06 -0.28
H -0.7896 1.0224 -0.5005 -0.07 0.01 0.00
F -6.4704 2.0420 -6.2103 0.11 -0.02 0.07
H 2.4135 -1.3021 -1.6585 -0.02 -0.08 0.03
O 2.7612 2.4565 1.4779 -0.06 0.46 -0.03
H -3.4986 -0.8923 -4.5998 0.04 -0.08 0.00
H -1.9033 -0.0841 0.3091 -0.04 0.03 0.01
H 3.4685 1.5623 3.5266 0.13 -0.16 0.00
C -3.7182 2.4188 -3.9111 0.07 -0.17 0.02
C -4.9553 0.4331 -5.4064 -0.21 0.14 -0.10
C -4.8041 2.7435 -4.7006 -0.14 -0.07 -0.13
C -3.2550 1.1079 -3.8418 -0.06 0.14 -0.15
H -2.8658 -0.9705 -2.5140 0.02 0.12 0.00
H 2.8920 0.7282 -0.8321 -0.05 0.03 0.00
C 2.6520 1.2826 1.1986 0.03 -0.35 -0.20
C 3.2689 -2.1118 6.0195 0.05 -0.11 0.11
H 0.0432 -1.1387 5.7070 -0.11 0.03 0.00
H 1.2085 -2.3537 -0.8987 0.06 -0.02 -0.06
H 0.3574 -1.4833 -3.0633 0.00 0.00 -0.05
C 1.1076 -1.1965 5.5421 -0.05 0.16 -0.15
H -1.2605 -1.8954 -1.2441 0.01 0.08 -0.04
F 0.8987 0.4783 3.9165 0.10 0.03 0.05
C 3.8338 -1.2811 5.0672 -0.13 0.05 0.00
C 2.0627 0.7866 -0.1210 -0.11 0.07 0.03
H -5.4431 -0.3166 -6.0092 -0.06 -0.04 -0.07
H -3.2089 3.1764 -3.3356 0.05 0.07 0.04
H 4.8982 -1.3165 4.8871 0.11 0.01 -0.05
C 3.6633 0.5085 3.2943 0.00 0.31 -0.06
C 0.1808 -0.5109 0.6810 -0.26 0.08 0.07
H 0.2477 0.1280 1.5620 -0.02 -0.11 0.08
H 2.9118 -0.6632 1.6764 -0.09 0.09 -0.07
N 3.0907 0.2808 1.9876 0.18 -0.34 0.23
C -5.4101 1.7397 -5.4352 0.10 -0.09 0.06
H -0.0379 -1.5332 1.0113 -0.02 0.05 0.09
C 1.6929 -0.3724 4.5999 0.09 -0.20 0.15
C -1.0076 -0.8598 -1.5042 0.25 0.39 -0.03
H 0.5847 0.1795 -2.5010 -0.01 -0.02 -0.06
H 3.8948 -2.7919 6.5766 0.05 -0.06 0.05
C -3.8740 0.1208 -4.6028 0.05 0.17 0.12
H -5.1792 3.7529 -4.7581 -0.06 0.09 -0.01
C 0.3641 -0.8388 -2.1824 0.06 -0.21 0.25
H 4.7489 0.3533 3.2648 -0.13 0.08 0.10
C -2.0645 0.8376 -2.9756 -0.29 -0.19 -0.14
N 1.4805 -0.5368 0.0305 0.20 0.02 -0.09
C 3.0585 -0.3899 4.3365 -0.12 0.05 -0.10
H 1.4622 -2.7191 6.9981 -0.05 -0.06 0.06
O -1.1964 1.6716 -2.8074 0.18 0.28 0.10
C -0.9539 -0.0191 -0.2255 0.16 -0.23 0.04
N -2.0494 -0.3921 -2.4098 -0.12 -0.40 0.09
```
Forces are in eV/Å.

Atomic partial charges in e from the Mulliken method, atoms 1 to 2: C -0.347; H 0.137

***

3.
# C4H5NO2

The molecule C4H5NO2 in a non-equilibrium geometry (ωB97M-V/def2-TZVPD, OMol25).

The calculation puts the LUMO energy at 0.791 eV. The multiplicity is 1. The value obtained for the HOMO-LUMO gap is 0.3879 Eh. The calculation puts the highest occupied orbital energy at -9.765 eV.

Geometry as XYZ:
```
12
Properties=species:S:1:pos:R:3:forces:R:3
H -2.1093 1.3789 -0.7322 0.02 -0.07 0.12
H -1.8718 -0.9998 -0.7165 -0.10 -0.04 0.08
H 3.0363 0.1606 0.6499 0.37 -0.08 -0.68
H 1.8241 -1.4410 0.2020 -1.67 -0.98 1.37
O 1.6652 0.9665 -0.7047 0.32 0.65 0.64
C 2.0382 0.1074 0.2437 0.03 1.17 -0.17
H -1.8445 -0.7923 1.0425 0.21 0.02 -0.14
O -2.3716 0.8667 0.0441 0.26 0.07 -0.19
C 1.0399 -0.7070 0.7020 0.69 -0.17 -0.77
C -0.0954 -0.0901 -0.0137 0.10 -0.10 -0.68
C -1.5975 -0.3112 0.0933 0.24 -0.47 0.01
N 0.2863 0.8613 -0.8105 -0.47 0.00 0.42
```
Forces are in eV/Å.

Atomic partial charges in e from the Mulliken method, atoms 1 to 2: H 0.335; H 0.209

***

4.
# C30H25BrIN2O5PSTi

A structure of composition C30H25BrIN2O5PSTi in a non-equilibrium geometry (ωB97M-V/def2-TZVPD, OMol25).

Its net charge is -2. The calculation puts the LUMO energy (alpha / beta) at 4.000 / 3.999 eV. The multiplicity is 1. The value obtained for the HOMO-LUMO gap (alpha / beta) is 0.1000 / 0.1002 Eh. The calculation puts the highest occupied orbital energy (alpha / beta) at 1.279 / 1.272 eV.

Geometry as XYZ:
```
67
Properties=species:S:1:pos:R:3:forces:R:3
C -0.6358 1.6924 -2.2409 -1.01 0.46 -1.94
H 0.7080 -2.8713 -5.3898 0.05 0.03 0.01
H -2.6775 1.9554 -5.5307 -0.05 -0.03 -0.04
O 0.9538 2.5643 -0.7597 -0.83 0.07 -0.94
H -2.8641 -0.0479 -4.1266 -0.02 -0.04 -0.01
H 4.9908 1.5048 3.2219 0.04 0.03 0.03
H 0.8883 -0.9517 3.0959 0.03 -0.04 -0.16
Ti 0.1055 0.1136 0.3826 -0.43 0.91 3.02
N -0.8655 -1.0035 1.9844 -0.15 -1.71 -0.15
C -0.2816 -1.9636 -3.7206 -0.16 0.14 0.11
C 0.1133 1.6761 -0.9780 1.37 0.62 0.88
C -2.1077 1.8828 -4.6128 0.06 0.18 0.15
H 2.6776 0.6239 -0.2972 0.06 0.11 0.24
O 1.7911 -1.6064 0.7628 -0.29 0.24 -0.21
C -4.0512 -1.8891 -2.7248 0.21 0.13 0.03
C -0.3483 -4.3147 -4.2202 0.07 -0.01 -0.12
H -0.0660 -5.1509 -4.8496 0.04 0.01 0.01
H -6.3205 -0.1619 -0.1438 -0.01 0.05 0.05
C -1.5035 -3.4571 -2.3054 0.05 0.00 -0.06
C 2.8270 1.4956 3.4067 0.55 0.04 -0.13
C -4.3181 -0.4956 -0.8090 0.32 -0.02 0.06
C 4.0405 1.3674 2.7256 -0.19 -0.02 0.07
C -1.9392 -1.7789 1.6757 0.03 0.72 0.51
H -5.8509 -2.6656 -3.5753 0.01 -0.01 -0.03
C -3.4635 -1.0974 -1.7330 -0.20 -0.06 0.16
C 1.6414 1.2939 2.7432 -0.52 0.36 0.36
H 0.7271 -3.2354 3.9534 -0.01 0.01 -0.01
Br -1.4198 -5.3127 3.7558 0.04 -0.08 -0.16
C -1.0988 -2.1606 -2.6182 0.03 -0.04 -0.09
C 3.9586 1.0452 1.3576 -0.13 0.05 0.22
H -3.4310 -2.3934 -3.4524 0.01 0.01 -0.03
O -0.1872 -2.5982 -0.1387 0.31 -0.55 0.00
C -0.5755 2.8437 -3.0443 0.24 -0.36 0.32
C -2.2084 0.7550 -3.8157 0.01 -0.04 -0.30
C -1.1423 -3.6244 2.9286 0.57 0.87 0.48
H 0.0840 -0.9702 -3.9455 0.00 -0.01 0.00
H 0.0579 3.6520 -2.6999 0.02 -0.02 0.05
H 2.8141 1.7468 4.4621 -0.10 0.00 -0.02
H -1.8385 1.2096 2.1939 0.09 0.15 -0.31
C -1.2921 2.9420 -4.2107 -0.23 -0.15 -0.35
C -1.2307 1.5604 1.3449 -0.59 0.77 0.39
H -0.5916 2.3725 1.7172 -0.07 -0.13 -0.07
P -1.6342 -0.8052 -1.5012 -0.84 0.25 -0.95
H 0.6973 1.3934 3.2753 0.09 -0.03 -0.12
H -7.3279 -1.5453 -1.9390 -0.03 -0.02 0.01
H -2.0944 -3.6140 -1.4147 -0.03 -0.10 0.03
C -6.2535 -1.4237 -1.8768 0.02 0.03 0.08
C -1.4790 0.6309 -2.6400 0.51 0.83 0.45
C -5.6879 -0.6476 -0.8751 -0.39 -0.07 -0.11
H -2.6976 -1.3225 1.0482 0.19 -0.02 0.05
H -3.8945 0.1161 -0.0256 0.02 0.09 0.05
C -5.4220 -2.0479 -2.7943 -0.30 -0.04 -0.09
O 0.8406 -0.7044 -1.2245 0.61 -0.36 -0.98
C -2.1301 -3.0603 2.1222 0.00 -0.30 0.24
O 1.9342 -2.8865 -1.3020 -0.05 0.12 -0.18
H -1.4461 -5.5276 -2.8342 -0.02 -0.03 0.04
C 0.0814 -3.0355 -4.5214 0.07 -0.15 -0.25
C 0.0567 -1.5765 2.7945 -0.06 1.05 -0.07
H -3.0082 -3.6229 1.8387 -0.03 0.05 -0.03
H -1.2272 3.8362 -4.8196 -0.02 0.05 -0.03
S 1.1189 -2.0218 -0.4766 1.52 -2.85 -0.38
C 2.7405 0.8646 0.7606 1.01 0.17 -0.45
C -1.1321 -4.5247 -3.0949 -0.13 -0.12 0.01
N 1.5533 0.9640 1.4195 -0.09 -0.32 0.71
C -0.0402 -2.8478 3.2978 -0.78 -1.29 -0.07
I -2.6803 2.7158 0.2096 -0.49 0.42 0.16
H 4.8618 0.9405 0.7713 -0.02 -0.03 -0.12
```
Forces are in eV/Å.

Atomic partial charges in e from the Mulliken method, atoms 1 to 2: C 0.137; H 0.335

***

5.
# C5H11NO

A cluster of 2 separate species, C5H11NO in total in a non-equilibrium geometry (ωB97M-V/def2-TZVPD, OMol25).

The calculation puts the LUMO energy at 1.035 eV. The multiplicity is 1. The value obtained for the HOMO-LUMO gap is 0.3218 Eh. The calculation puts the highest occupied orbital energy at -7.722 eV.

Geometry as XYZ:
```
18
Properties=species:S:1:pos:R:3:forces:R:3
H -2.0892 2.2682 0.1751 0.03 0.02 -0.08
C -0.3542 -0.9229 0.1428 -0.53 0.26 0.42
C 0.7696 -0.0531 -0.2111 0.35 -0.74 0.29
H -2.3669 -1.4723 2.6616 0.62 0.24 0.31
H 2.1647 1.7988 -2.4109 0.04 -0.93 -0.08
H -0.9219 -1.4613 -0.5997 0.06 0.09 -0.59
H 3.1146 0.3066 -2.4378 0.56 -0.16 0.06
C 2.4388 0.8773 -1.8259 -1.45 1.83 -0.43
H 0.6693 -0.5200 -2.1845 0.10 0.30 -0.56
C 1.2009 0.0955 -1.4717 0.48 -0.06 1.32
N -1.8644 -1.7917 1.8471 -1.09 -0.44 0.58
H -1.4596 1.0135 0.7915 -0.06 0.12 -0.09
C -0.8078 -1.0377 1.4002 0.91 0.12 -0.05
H 1.3136 0.3500 0.6707 -0.34 0.10 -0.81
H 2.8693 1.3930 -0.9593 0.31 -0.88 0.10
O -1.9016 1.8458 1.0161 -0.04 -0.02 0.14
H -0.1756 -0.5969 2.1721 -0.49 0.09 0.17
H -2.5997 -2.0928 1.2235 0.55 0.04 -0.68
```
Forces are in eV/Å.

Atomic partial charges in e from the Mulliken method, atoms 1 to 2: H 0.298; C -0.715

***

6.
# H7NO2

A cluster of 3 separate species, H7NO2 in total in a non-equilibrium geometry (ωB97M-V/def2-TZVPD, OMol25).

Its net charge is +1. The calculation puts the LUMO energy (alpha / beta) at -4.171 / -10.862 eV. The multiplicity is 2. The value obtained for the HOMO-LUMO gap (alpha / beta) is 0.4567 / 0.1903 Eh. The calculation puts the highest occupied orbital energy (alpha / beta) at -16.598 / -16.042 eV.

Geometry as XYZ:
```
10
Properties=species:S:1:pos:R:3:forces:R:3
O 0.2762 -1.6079 0.4677 0.43 0.47 -0.24
H 0.7125 -2.3957 0.0885 -0.20 0.35 0.11
H -2.1623 0.3100 -0.2595 0.83 -0.17 0.68
H -1.4922 1.4206 -1.2708 0.75 1.01 0.25
N -1.2768 0.6104 -0.6996 -1.84 -1.28 -1.64
O 1.6090 0.7392 0.6693 -0.43 -0.01 0.05
H 1.4055 1.3050 1.4289 0.30 -0.08 0.03
H -0.8462 -0.1241 -1.2740 0.22 -0.04 0.60
H 0.7737 0.6928 0.1884 0.20 0.49 -0.06
H 1.0006 -0.9504 0.6612 -0.26 -0.74 0.21
```
Forces are in eV/Å.

Atomic partial charges in e from the Mulliken method, atoms 1 to 2: O -0.584; H 0.383

***

Values of energy above the lowest of the compared OMol25 structures with the same formula, charge and spin, in order: 423.21; 0.00; 452.67; 212.80; 176.86; 0.00, all in kJ/mol.
Values of total energy, in order: -938.50749; -1328.56093; -360.49701; -6104.62342; -327.06398; -209.04057, all in Eh.